The following is a DFT calculation (ωB97M-V with the def2-TZVPD basis set) of a molecular structure, C2H3N4.

Computed properties:
Net charge: +1
Gap between HOMO and LUMO (eV): 7.9

Last column: Löwdin charge in e.
Element x y z (Å)
C: 1.073 -0.713 0.543  0.18
C: -1.321 0.085 0.042  0.02
N: 2.281 0.367 -0.440  0.16
N: 0.855 0.660 -0.872  0.23
N: 2.340 -0.527 0.447  0.11
N: 0.052 -0.141 -0.133  -0.10
H: -1.738 0.710 -0.656  0.08
H: -1.957 -0.883 -0.050  0.16
H: -1.583 0.443 1.119  0.16

The following is a DFT calculation (ωB97M-V with the def2-TZVPD basis set) of 2 unconnected molecules or ions with the total composition C2H3N4.

Computed properties:
Net charge: +1
Gap between HOMO and LUMO (alpha / beta) (eV): 8.4 / 8.4

Last column: Löwdin charge in e.
Element x y z (Å)
C: 0.239 1.106 0.147  -0.10
C: -0.483 -0.081 0.775  -0.05
N: 1.375 0.254 -0.123  0.11
N: 0.338 0.396 -1.106  0.11
N: 0.666 -0.901 0.467  0.13
N: -0.353 -0.725 -0.500  0.00
H: 0.258 2.176 0.259  0.16
H: -1.218 -0.260 1.542  0.16
H: -0.821 -1.964 -1.461  0.48

The following is a DFT calculation (ωB97M-V with the def2-TZVPD basis set) of a gas-phase ion, C2H3N4 (charge +1).

Computed properties:
Net charge: +1
Gap between HOMO and LUMO (eV): 7.7

Last column: Löwdin charge in e.
Element x y z (Å)
C: -1.054 3.154 1.958  0.43
C: 0.333 0.682 0.341  -0.38
N: 0.889 1.724 0.961  0.20
N: -0.444 2.296 1.292  -0.19
N: -0.974 1.202 0.642  0.09
N: 0.790 -0.297 -0.325  0.25
H: -1.999 1.337 0.218  0.24
H: 1.819 -0.371 -0.533  0.19
H: 0.103 -1.024 -0.598  0.17

The following is a DFT calculation (ωB97M-V with the def2-TZVPD basis set) of a gas-phase ion, C2H3N4O (charge +1).

Computed properties:
Net charge: +1
SMILES: C#[N+]N/N=N/C=O
Gap between HOMO and LUMO (eV): 9.9

Last column: Löwdin charge in e.
Element x y z (Å)
C: -1.274 -1.415 -0.477  0.30
N: -0.173 -1.831 -0.178  0.09
N: 0.815 -1.110 0.288  0.02
N: 0.589 0.170 0.402  0.09
N: -0.551 0.512 0.187  0.09
C: -0.884 1.979 0.215  -0.17
O: -0.071 2.829 0.098  0.17
H: -2.129 -1.493 -0.987  0.08
H: 1.832 -1.346 0.358  0.22
H: -1.875 2.182 0.394  0.11

The following is a DFT calculation (ωB97M-V with the def2-TZVPD basis set) of a gas-phase ion, C2H3N4O3S (charge -1).

Computed properties:
Net charge: -1
SMILES: CO[S@](=O)([O-])=C1N=NN=N1
Gap between HOMO and LUMO (eV): 9.5

Last column: Löwdin charge in e.
Element x y z (Å)
C: -2.055 0.176 0.311  -0.18
O: -1.012 0.907 0.815  -0.31
S: 0.279 1.326 -0.115  0.73
O: 0.927 2.471 0.503  -0.32
O: -0.298 1.515 -1.457  -0.35
C: 1.338 -0.324 -0.071  -0.43
N: 0.743 -1.495 0.219  -0.04
N: 1.732 -2.378 0.056  -0.15
N: 2.806 -1.797 -0.265  -0.16
N: 2.640 -0.481 -0.378  -0.04
H: -2.061 -0.857 0.751  0.10
H: -2.068 0.266 -0.793  0.09
H: -2.971 0.671 0.423  0.06

The following is a DFT calculation (ωB97M-V with the def2-TZVPD basis set) of 3 unconnected molecules or ions with the total composition C2H3N4O4.

Computed properties:
Spin multiplicity: 3
Net charge: +1
Gap between HOMO and LUMO (alpha / beta) (eV): 6.6 / 9.4

Last column: Mulliken spin population.
Element x y z (Å)
C: 0.607 -0.542 -0.205  0.29
C: -0.645 2.726 -2.998  0.00
N: 1.107 -0.337 -1.359  -0.02
N: -0.243 0.280 0.402  0.31
N: 1.573 -0.212 -2.397  0.48
N: 0.164 -1.081 -3.825  0.48
O: -0.729 3.494 -3.830  0.00
O: 0.544 -0.917 -4.890  0.27
O: -0.539 1.923 -2.177  0.00
O: -0.657 -1.498 -3.128  0.23
H: 0.949 -1.438 0.307  0.00
H: -0.506 0.117 1.361  -0.02
H: -0.574 1.111 -0.073  -0.01

The following is a DFT calculation (ωB97M-V with the def2-TZVPD basis set) of a molecular structure, C2H3N5O.

Computed properties:
Gap between HOMO and LUMO (eV): 9.5

Last column: Löwdin charge in e.
Element x y z (Å)
C: 1.100 -0.259 -0.023  -0.48
C: -1.070 -0.304 0.001  -0.52
H: 3.163 -0.217 0.416  0.21
H: 2.498 -1.825 0.583  0.22
H: -2.992 -0.336 -0.383  0.21
N: 2.282 -0.869 -0.267  0.02
N: 1.079 1.151 0.344  0.05
N: -0.061 1.762 -0.097  0.03
N: -1.097 0.950 -0.197  0.04
N: -0.001 -1.095 -0.080  0.20
O: -2.282 -0.942 0.200  0.02

The following is a DFT calculation (ωB97M-V with the def2-TZVPD basis set) of a molecular structure, C2H3N5O.

Computed properties:
Gap between HOMO and LUMO (eV): 9.8

Last column: Löwdin charge in e.
Element x y z (Å)
C: 1.049 0.729 0.909  -0.35
C: -1.377 -0.751 -1.161  -0.29
H: 2.496 1.733 1.621  0.16
H: -0.812 -0.435 -2.169  0.15
H: -2.474 -1.568 0.393  0.20
N: 1.536 0.780 -0.434  0.08
N: 0.725 0.004 -1.118  -0.01
N: -0.226 -0.572 -0.299  -0.17
N: -2.558 -1.056 -0.800  0.06
N: 0.017 -0.218 1.027  0.15
O: 1.623 1.354 2.029  0.03

The following is a DFT calculation (ωB97M-V with the def2-TZVPD basis set) of C2H3N5O in the gas phase.

Computed properties:
SMILES: O/N=C\n1ncnn1
Gap between HOMO and LUMO (eV): 10.2

Last column: Löwdin charge in e.
Element x y z (Å)
O: 2.014 0.801 0.293  -0.08
N: 2.071 -0.513 -0.093  0.01
C: 0.977 -1.053 -0.169  -0.17
N: -0.244 -0.414 -0.009  -0.15
N: -0.473 0.900 -0.204  0.14
C: -1.819 0.909 -0.086  -0.20
N: -2.351 -0.256 0.249  0.01
N: -1.411 -1.135 0.204  0.07
H: 2.969 1.154 0.429  0.16
H: 0.716 -2.093 -0.252  0.13
H: -2.449 1.701 -0.362  0.09

The following is a DFT calculation (ωB97M-V with the def2-TZVPD basis set) of C2H3NO in the gas phase.

Computed properties:
SMILES: c1co[nH]1
Gap between HOMO and LUMO (eV): 10.6

Last column: Löwdin charge in e.
Element x y z (Å)
C: 0.317 0.619 -0.426  0.02
C: 0.704 -0.588 -0.012  -0.19
O: -0.471 -1.061 0.493  -0.12
N: -1.207 0.103 0.040  0.04
H: 0.578 1.491 -0.969  0.06
H: 1.602 -1.174 0.011  0.11
H: -1.523 0.610 0.864  0.09

The following is a DFT calculation (ωB97M-V with the def2-TZVPD basis set) of C2H3NO2 in the gas phase.

Computed properties:
SMILES: O=C1N[C@H]1O
Gap between HOMO and LUMO (eV): 10.4

Last column: Löwdin charge in e.
Element x y z (Å)
O: 1.411 -1.140 1.044  0.10
C: 0.519 -0.407 0.733  -0.50
N: -0.143 0.704 0.936  0.18
C: -0.600 -0.177 -0.209  -0.28
O: -0.277 0.272 -1.427  0.03
H: 0.296 1.669 0.996  0.18
H: -1.642 -0.709 -0.245  0.18
H: 0.436 -0.210 -1.827  0.10

The following is a DFT calculation (ωB97M-V with the def2-TZVPD basis set) of C2H3NO2 in the gas phase.

Computed properties:
SMILES: CC(=O)N=O
Gap between HOMO and LUMO (eV): 8.3

Last column: Löwdin charge in e.
Element x y z (Å)
C: 0.130 -0.156 -0.976  -0.04
C: -0.101 -0.234 0.532  -0.43
O: 0.129 -1.158 1.284  0.10
N: -0.399 1.144 1.099  0.04
O: -0.167 1.085 2.281  0.04
H: 0.812 -0.984 -1.448  0.12
H: -0.775 -0.598 -1.415  0.08
H: 0.371 0.901 -1.358  0.10